1.
Molecular formula: C28H65I2O2S
Method: DFT, ωB97M-V/def2-TZVPD

Last column: Löwdin charge in e.
Element x y z (Å)
C  -5.0836  7.9525  5.8436  -0.134
C  -5.1256  6.7460  4.8252  -0.853
I  -3.2420  5.6612  4.6785  0.832
C  -6.3284  5.7181  5.0977  -0.993
I  -5.8850  3.6863  4.4846  0.854
S  -7.8242  6.2321  4.1449  1.046
C  -8.7812  7.5665  5.0174  -0.336
O  -8.9575  8.7397  4.2448  -0.137
O  -7.7590  9.1838  3.6659  -0.017
H  -5.3391  8.9401  5.4032  0.079
H  -5.7565  7.7034  6.7023  0.083
H  -4.0476  7.9985  6.2597  0.065
H  -5.2939  7.1769  3.8040  0.054
H  -6.5037  5.6984  6.1969  0.071
H  -7.3130  6.7871  2.9775  0.068
H  -8.3569  7.7595  6.0337  0.124
H  -9.8092  7.1551  5.1830  0.131
H  -7.0125  9.0323  4.2757  0.070
C  -1.7459  -2.6827  2.5839  -0.108
C  -2.9792  -2.2756  1.7895  -0.258
C  -3.1314  -0.7620  1.6520  -0.226
C  -3.3171  0.0026  2.9644  -0.225
C  -4.5153  -0.4348  3.8081  -0.271
C  -5.8532  -0.2239  3.1104  -0.116
H  -1.7841  -2.3211  3.6138  0.071
H  -1.6615  -3.7704  2.6172  0.075
H  -0.8405  -2.2889  2.1158  0.058
H  -3.8727  -2.7125  2.2458  0.102
H  -2.9060  -2.7080  0.7871  0.103
H  -3.9762  -0.5535  0.9875  0.104
H  -2.2457  -0.3659  1.1434  0.096
H  -3.4184  1.0699  2.7309  0.102
H  -2.4102  -0.0865  3.5698  0.104
H  -4.5111  0.1427  4.7394  0.096
H  -4.4146  -1.4835  4.0998  0.104
H  -5.9926  0.8298  2.8458  0.038
H  -6.6740  -0.5164  3.7692  0.073
H  -5.9345  -0.8193  2.2000  0.072
C  -1.0038  -2.2581  -2.3328  -0.099
C  -0.3367  -1.1747  -1.4943  -0.268
C  -0.9954  0.1978  -1.6393  -0.233
C  -0.9554  0.7976  -3.0467  -0.225
C  0.4437  0.9653  -3.6414  -0.267
C  1.3264  1.9216  -2.8496  -0.110
H  -0.9423  -2.0390  -3.4006  0.069
H  -0.5184  -3.2215  -2.1640  0.065
H  -2.0590  -2.3615  -2.0661  0.073
H  0.7258  -1.1174  -1.7496  0.096
H  -0.3830  -1.4716  -0.4408  0.084
H  -0.5216  0.8901  -0.9353  0.101
H  -2.0430  0.1225  -1.3256  0.099
H  -1.4486  1.7755  -3.0197  0.108
H  -1.5531  0.1798  -3.7236  0.102
H  0.3412  1.3481  -4.6612  0.107
H  0.9402  -0.0059  -3.7285  0.092
H  0.8680  2.9118  -2.7855  0.074
H  2.2974  2.0325  -3.3372  0.065
H  1.5073  1.5601  -1.8352  0.065
C  1.7816  -3.7001  2.1717  -0.114
C  2.4756  -2.9389  1.0486  -0.264
C  2.6957  -3.7766  -0.2102  -0.226
C  3.6017  -4.9968  -0.0355  -0.224
C  5.0053  -4.6885  0.4850  -0.268
C  5.8060  -3.7989  -0.4560  -0.114
H  2.3743  -4.5496  2.5167  0.069
H  1.6167  -3.0410  3.0270  0.071
H  0.8099  -4.0727  1.8394  0.062
H  3.4265  -2.5377  1.4114  0.101
H  1.8592  -2.0734  0.7833  0.089
H  3.1045  -3.1306  -0.9942  0.092
H  1.7230  -4.1189  -0.5818  0.105
H  3.6857  -5.5049  -1.0021  0.111
H  3.1251  -5.7147  0.6390  0.102
H  5.5407  -5.6333  0.6176  0.106
H  4.9549  -4.2256  1.4753  0.099
H  5.9018  -4.2627  -1.4412  0.074
H  6.8117  -3.6363  -0.0623  0.072
H  5.3375  -2.8203  -0.5799  0.058
C  4.3753  -1.2434  -3.4850  -0.117
C  5.0444  -0.4682  -4.6131  -0.267
C  5.2636  -1.3031  -5.8743  -0.227
C  6.1876  -2.5111  -5.7026  -0.229
C  7.5922  -2.1881  -5.1917  -0.273
C  8.3877  -1.2958  -6.1359  -0.113
H  4.9883  -2.0836  -3.1521  0.054
H  4.2101  -0.5916  -2.6237  0.069
H  3.4047  -1.6335  -3.8037  0.072
H  5.9931  -0.0539  -4.2593  0.101
H  4.4136  0.3885  -4.8702  0.099
H  5.6557  -0.6530  -6.6623  0.101
H  4.2932  -1.6597  -6.2368  0.109
H  6.2709  -3.0217  -6.6679  0.110
H  5.7233  -3.2316  -5.0221  0.099
H  8.1357  -3.1285  -5.0591  0.105
H  7.5409  -1.7232  -4.2023  0.098
H  8.4867  -1.7608  -7.1198  0.076
H  9.3923  -1.1277  -5.7418  0.070
H  7.9167  -0.3191  -6.2633  0.065

Properties
Spin multiplicity ... 1
HOMO energy ... -11.78 eV
Total charge ... +1


2.
Molecular formula: C28H67Cl8N4O13P2
Method: DFT, ωB97M-V/def2-TZVPD

Last column: Löwdin charge in e.
Element x y z (Å)
C  0.6102  -1.3066  0.0887  -0.089
C  0.7751  -0.0337  -0.7671  -0.485
O  -0.2950  0.3026  -1.5240  -0.336
H  1.3484  -1.3328  0.8949  0.037
H  0.6619  -2.2581  -0.4654  0.063
H  -0.4046  -1.2986  0.5077  0.047
H  1.7384  -0.0927  -1.3484  0.088
H  0.9970  0.7879  -0.0269  0.076
C  -3.5933  -0.8906  -0.0822  0.020
C  -3.2842  -1.9829  -1.0951  -0.550
O  -4.1011  -2.8721  -1.3503  -0.011
N  -2.0372  -1.9977  -1.6029  -0.001
C  -1.6428  -3.0035  -2.5367  -0.090
H  -2.7404  -0.7542  0.5758  0.052
H  -4.4362  -1.2704  0.4967  0.079
H  -3.8854  0.0427  -0.5417  0.077
H  -1.4036  -1.1563  -1.5739  0.088
H  -0.9335  -2.5479  -3.2306  0.077
H  -2.5221  -3.3802  -3.0527  0.069
H  -1.0846  -3.8188  -2.0676  0.072
C  -4.6631  -5.9123  1.6933  -0.004
C  -3.1796  -6.0640  1.8967  -0.548
O  -2.7042  -6.5714  2.9128  0.018
N  -2.4047  -5.6727  0.8455  0.010
C  -0.9751  -5.8501  0.8255  -0.097
H  -5.1990  -6.6089  2.3264  0.078
H  -4.9320  -6.1147  0.6586  0.079
H  -4.9556  -4.8828  1.9120  0.084
H  -2.7967  -5.1123  0.1062  0.122
H  -0.6879  -6.6856  0.1796  0.085
H  -0.6283  -5.9942  1.8443  0.055
H  -0.4826  -4.9723  0.3983  0.064
C  -2.8907  3.1146  -1.3249  -0.027
C  -2.4002  3.0283  0.1001  -0.597
O  -2.8145  3.7723  0.9381  0.067
N  -1.4583  2.0888  0.3318  0.016
C  -0.9782  1.8168  1.6707  -0.084
H  -2.5093  3.9904  -1.8570  0.035
H  -3.9785  3.2274  -1.3256  0.093
H  -2.6689  2.2433  -1.9516  0.065
H  -1.0374  1.5415  -0.4367  0.075
H  -0.8549  2.7318  2.2377  0.081
H  0.0036  1.3375  1.5559  0.048
H  -1.5627  1.0298  2.1496  0.041
C  1.5329  4.8432  1.6626  -0.017
C  1.1136  5.4460  2.9740  -0.569
O  0.0249  5.9484  3.1423  0.046
N  2.0763  5.4112  3.9144  -0.012
C  1.9545  5.9913  5.1982  -0.086
H  0.9074  5.2193  0.8571  0.071
H  1.2762  3.7727  1.6570  0.064
H  2.5925  4.9859  1.4724  0.072
H  2.9275  4.9214  3.6738  0.072
H  2.5357  6.9159  5.2353  0.081
H  2.3560  5.2808  5.9202  0.079
H  0.9189  6.2112  5.4164  0.079
C  -4.3334  -0.8354  -8.6095  -0.096
O  -3.3046  -0.4632  -7.6931  -0.206
P  -3.6986  -0.0080  -6.2442  0.259
O  -4.4083  1.2392  -6.1549  -0.199
O  -4.5375  -1.2090  -5.6478  -0.203
C  -4.1901  -2.5510  -5.8538  -0.116
O  -2.3137  -0.0952  -5.5778  -0.200
C  -2.1654  -0.0879  -4.1470  -0.053
H  -4.1784  -0.3502  -9.5695  0.087
H  -5.3229  -0.5514  -8.2368  0.094
H  -4.3146  -1.9179  -8.7593  0.083
H  -3.2047  -2.6589  -6.3200  0.097
H  -4.9178  -3.0548  -6.4991  0.088
H  -4.1889  -3.0835  -4.9013  0.083
H  -1.1409  -0.2815  -3.8616  0.048
H  -2.8842  -0.7986  -3.7585  0.080
H  -2.3510  0.9387  -3.8284  0.090
C  3.5030  1.1869  2.0303  -0.068
O  4.5839  1.0597  2.9599  -0.229
P  5.0866  2.3090  3.7408  0.288
O  4.1647  3.4372  3.8168  -0.207
O  6.5003  2.6338  3.1573  -0.192
C  6.6873  2.8310  1.7544  -0.075
O  5.4774  1.6839  5.1105  -0.208
C  5.9052  2.5467  6.2021  -0.062
H  3.8861  1.4323  1.0411  0.087
H  2.7701  1.9203  2.3575  0.079
H  3.0079  0.2223  1.9720  0.065
H  5.7775  2.6454  1.1745  0.077
H  7.4580  2.1547  1.3841  0.092
H  6.9965  3.8572  1.5493  0.092
H  6.1602  3.5522  5.8453  0.086
H  6.8225  2.1416  6.6203  0.086
H  5.0999  2.6284  6.9236  0.089
Cl  -0.5219  5.5972  -2.4428  0.577
C  -0.3143  3.8551  -2.0868  -0.674
C  0.9767  3.3186  -2.6130  -0.652
Cl  2.4000  3.8591  -1.6731  0.541
H  -1.1222  3.3367  -2.5980  0.045
H  -0.4060  3.6954  -1.0187  0.052
H  1.1609  3.6549  -3.6342  0.052
H  0.9407  2.2336  -2.6903  0.037
Cl  -0.6917  -3.6096  5.7435  0.544
C  -1.9901  -2.9715  4.6975  -0.652
C  -1.4439  -2.3770  3.4496  -0.653
Cl  -0.4533  -0.9478  3.8080  0.617
H  -2.5060  -2.1972  5.2675  0.069
H  -2.7122  -3.7500  4.4861  0.070
H  -2.2315  -2.0381  2.7736  0.069
H  -0.8532  -3.0772  2.8616  0.059
Cl  1.2384  1.0474  -5.4853  0.575
C  1.7008  -0.2550  -4.3561  -0.664
C  3.1285  -0.1781  -3.9531  -0.676
Cl  4.2347  -0.2462  -5.3501  0.526
H  1.5010  -1.2230  -4.8074  0.076
H  1.0656  -0.1130  -3.4732  0.031
H  3.3667  -1.0576  -3.3613  0.071
H  3.3511  0.7245  -3.3968  0.063
Cl  2.0284  -4.7810  2.4350  0.568
C  3.2828  -3.8489  3.3018  -0.663
C  2.8360  -2.4468  3.6410  -0.687
Cl  4.1331  -1.6257  4.5061  0.633
H  4.2204  -3.9012  2.7630  0.066
H  3.4540  -4.3983  4.2319  0.065
H  1.9049  -2.3954  4.1862  0.018
H  2.6650  -1.9219  2.7007  0.036

Properties
Spin multiplicity ... 1
HOMO energy ... -5.93 eV
Total charge ... -1


Number 1: largest force on an atom 0.038 hartree/bohr, E_LUMO -0.15303 Eh, HOMO-LUMO gap 7.62 eV. Number 2: largest force on an atom 0.044 hartree/bohr, E_LUMO 0.07123 Eh, HOMO-LUMO gap 7.87 eV.